The following is a DFT calculation (ωB97M-V with the def2-TZVPD basis set) of a molecular structure, C6H9NO.

The geometry in XYZ format:
```
17
Properties=species:S:1:pos:R:3:forces:R:3
C 1.790928 -0.280035 -0.806710 1.5 0.3 2.3
C 0.428881 0.670329 -0.665365 3.9 -1.3 -0.8
C 0.090819 0.877123 0.810185 1.0 5.3 -0.5
C -0.921915 0.162159 1.487908 -2.9 2.6 7.1
C -1.630046 -0.777562 0.788789 -3.3 -0.4 4.0
C -1.429750 -0.915038 -0.465284 0.1 -1.7 -6.7
H 2.599866 -0.228969 -1.624991 -2.3 -0.3 0.1
H 2.438955 0.263111 -0.111323 0.1 0.1 0.5
H 1.816794 -1.328181 -0.244387 -0.8 1.9 -1.6
H 0.853250 1.719698 -1.101815 -1.8 -2.5 0.5
H -0.349544 1.962942 0.813529 0.1 -1.6 -0.1
H 0.888527 1.198812 1.471443 0.8 -0.7 -0.1
H -2.549333 -0.918860 1.423319 0.8 -1.4 -1.2
H -1.857156 -1.780025 -1.133335 0.2 1.9 1.6
H -0.115067 -1.088166 -2.023148 -1.8 4.5 2.2
N -0.658401 -0.060042 -1.325858 1.6 -5.0 -1.9
O -1.396808 0.522704 2.707042 2.9 -1.6 -5.4
```
Positions in Å, forces in eV/Å.

E ... -9900.1655 eV
ΔE to the lowest compared entry with this formula, charge and spin ... 125.42 kcal/mol